(1)
97
Properties=species:S:1:pos:R:3:forces:R:3 method="wB97M-V/def2-TZVPD" smiles="COB(O)C1=C(COO)C(=O)C(P(C)O)=C(B(O)OC)C1=O.CC(C)O.CC(C)O.CC(C)O.CC(C)O.CC(C)O" max_force_ev_per_a=4.22 gap_ev=6.7 multiplicity=1 total_energy_ev=-66120.5670 mol_weight_g_mol=632.30
C 2.459196 0.256781 1.644454 0.422 0.497 1.275
O 2.285118 0.240539 0.187505 -1.824 1.959 0.338
B 1.534781 1.436261 -0.135040 2.175 0.004 0.909
O 2.209749 2.691490 0.133510 -2.485 -1.801 0.288
C 0.039336 1.422889 -0.752893 -0.855 0.399 -2.139
C -0.193709 1.829768 -2.080156 -1.036 -0.635 1.789
C 0.872589 2.293762 -3.150309 -0.684 -0.716 -0.737
O 0.682926 3.684664 -3.604433 1.038 -1.650 1.699
O 0.329335 3.630097 -4.933381 -0.515 0.046 -2.224
C -1.733234 1.818763 -2.558542 -0.639 1.661 -1.702
O -2.101172 2.631938 -3.445565 1.103 -2.910 2.855
C -2.790301 0.823706 -1.882172 2.301 -1.121 1.576
P -4.373202 0.243547 -2.752176 -1.365 0.655 -0.098
C -4.312339 0.713886 -4.608143 1.099 -0.050 0.089
O -4.482369 -1.473915 -2.728702 0.355 1.444 -0.234
C -2.505897 0.382338 -0.558368 0.474 1.901 -1.728
B -3.419025 -0.645546 0.296199 -0.902 -1.305 0.913
O -2.929622 -2.018780 0.403905 -0.990 1.819 -1.324
O -4.665369 -0.341527 0.923440 1.951 -1.668 -1.244
C -5.380369 -1.583788 1.236186 -1.338 -0.823 0.613
C -1.176347 0.947020 0.139618 -0.089 -0.312 0.921
O -1.074288 0.977553 1.386515 -0.274 -0.106 -3.335
H 1.818906 1.094462 2.112271 0.854 -1.401 -0.539
H 2.160591 -0.741276 2.114550 0.313 1.337 -0.973
H 3.541257 0.484984 1.938188 -1.429 -0.438 -0.660
H 1.500802 3.265812 0.514241 0.896 -0.060 -0.730
H 1.962262 2.133717 -2.876419 -1.396 0.294 0.246
H 0.687095 1.657968 -4.094262 0.199 0.795 1.551
H 1.109655 3.343072 -5.467405 -0.251 0.452 0.900
H -5.124055 0.155133 -5.193444 1.223 0.680 1.063
H -3.265666 0.481896 -4.998611 -1.524 0.358 0.051
H -4.498242 1.839474 -4.676856 0.328 -1.581 0.155
H -5.453725 -1.645547 -2.739406 1.018 -0.046 0.378
H -3.132784 -2.449804 -0.461640 0.470 0.307 0.818
H -6.450532 -1.364233 1.596639 1.713 0.231 -0.601
H -5.509369 -2.252639 0.310123 0.422 1.012 1.364
H -4.880290 -2.162624 2.086574 -0.501 0.827 -1.389
C -0.470101 1.912093 5.685008 0.242 0.013 0.171
C -1.169041 3.086500 5.017806 -0.208 -0.604 -0.225
C -2.678459 2.900895 5.010817 -0.201 0.204 0.035
O -0.701401 3.217652 3.678061 0.151 0.198 -0.081
H -0.674309 0.980387 5.147855 -0.134 0.066 0.025
H 0.613916 2.053408 5.672767 -0.091 0.056 0.042
H -0.795960 1.795554 6.721888 0.024 -0.036 -0.054
H -0.914956 4.011676 5.542452 0.064 0.000 -0.201
H -2.958397 2.003086 4.450570 0.101 -0.034 0.094
H -3.166673 3.746056 4.518619 0.071 -0.022 0.088
H -3.070482 2.814016 6.027541 -0.009 -0.018 -0.062
H -0.921724 2.402375 3.204159 0.022 0.105 0.019
C 6.727487 1.174484 0.878746 -0.193 0.244 0.125
C 6.936894 -0.034666 1.777620 0.269 -0.058 -0.756
C 8.296687 -0.672457 1.540122 0.067 -0.164 0.229
O 5.911688 -0.994571 1.527074 -0.215 -0.065 0.275
H 6.764515 0.886851 -0.176924 0.121 -0.048 0.059
H 5.742271 1.616106 1.051759 0.090 -0.001 0.028
H 7.489106 1.937331 1.059273 -0.041 -0.032 -0.048
H 6.850571 0.266735 2.825095 -0.151 -0.163 -0.057
H 8.387789 -1.023599 0.506560 -0.063 0.163 -0.043
H 8.429311 -1.545154 2.183081 0.047 0.178 0.009
H 9.104946 0.035042 1.740745 -0.015 -0.088 0.001
H 5.978769 -1.267835 0.603030 -0.001 0.081 0.143
C 12.239006 -2.935485 1.856095 -0.106 -0.063 -0.289
C 11.925058 -1.603829 2.519884 0.314 -0.498 0.425
C 13.093000 -1.116853 3.363352 0.069 0.303 0.017
O 10.770423 -1.745320 3.344709 -0.190 0.154 -0.043
H 12.434794 -3.708665 2.605955 0.096 0.112 0.028
H 11.387415 -3.278596 1.262721 0.072 0.091 0.006
H 13.111122 -2.855095 1.202304 -0.037 -0.048 0.047
H 11.688239 -0.858921 1.755255 -0.180 -0.038 0.139
H 13.318217 -1.827462 4.165083 0.008 -0.077 -0.130
H 12.849447 -0.165336 3.843067 0.011 -0.047 -0.107
H 13.990659 -0.982016 2.754662 -0.024 -0.020 0.070
H 10.968809 -2.402147 4.024822 0.009 0.107 -0.119
C -7.693867 3.725598 -1.779273 0.228 0.152 0.154
C -7.379485 2.553648 -2.695505 -0.692 0.110 0.163
C -8.296091 2.538274 -3.909135 0.104 -0.076 -0.266
O -7.528057 1.333698 -1.973133 0.154 -0.230 -0.023
H -8.720012 3.662309 -1.402786 -0.016 -0.002 -0.148
H -7.035587 3.717472 -0.906746 0.012 -0.004 -0.126
H -7.571903 4.678398 -2.300627 -0.038 -0.034 0.052
H -6.337829 2.612127 -3.022476 -0.037 -0.198 0.150
H -9.342984 2.434076 -3.606208 0.048 0.118 0.064
H -8.066450 1.684713 -4.552842 0.054 0.088 0.031
H -8.192155 3.455529 -4.494284 -0.050 -0.054 0.016
H -8.446259 1.271805 -1.678613 0.132 0.089 -0.055
C -4.534064 -5.369636 -3.314704 0.316 0.116 -0.011
C -5.367394 -5.116715 -2.068397 -0.243 -0.322 -0.590
C -6.391742 -6.219532 -1.853586 -0.100 -0.055 0.297
O -6.038289 -3.863284 -2.192658 -0.123 0.345 0.181
H -5.166265 -5.395660 -4.208151 -0.058 -0.107 0.092
H -3.810434 -4.563597 -3.462456 -0.037 -0.068 0.076
H -3.993266 -6.316463 -3.242584 -0.047 0.047 -0.041
H -4.712074 -5.048993 -1.195677 -0.124 0.204 -0.026
H -7.087902 -6.274942 -2.696679 0.141 -0.018 -0.060
H -6.990592 -6.018766 -0.961402 0.111 -0.026 -0.028
H -5.906558 -7.191703 -1.737626 -0.056 0.047 -0.029
H -6.621066 -3.912440 -2.962079 0.074 -0.134 0.136

(2)
88
Properties=species:S:1:pos:R:3:forces:R:3 method="wB97M-V/def2-TZVPD" smiles="CCOCCOC[C@@H]1OC(=O)O[C@H]1CCCCCN.CCN(CC)CC.CCN(CC)CC" max_force_ev_per_a=3.42 gap_ev=8.8 multiplicity=1 total_energy_ev=-41523.0235 mol_weight_g_mol=477.73
C -0.378218 4.806252 1.069155 -0.224 0.232 -0.104
C -1.436222 4.645239 -0.031449 0.296 0.363 0.282
O -0.933862 4.100693 -1.234814 -0.192 0.003 -0.063
C -1.249316 2.742932 -1.435547 0.383 -0.016 -0.253
C -0.308499 1.798301 -0.679032 -0.272 0.161 -0.275
O -1.011014 0.794243 0.024898 0.309 -0.235 0.191
C -1.130511 0.993451 1.413223 -0.434 -0.455 -0.163
C -0.143825 0.214052 2.262253 0.393 0.577 1.517
O -0.285907 0.818206 3.591890 -0.084 0.721 -0.119
C 0.864120 1.460319 3.906446 0.547 1.539 1.595
O 0.967982 2.428586 4.653749 -0.253 -2.866 -1.851
O 1.888390 0.821840 3.252443 -0.289 0.730 0.583
C 1.345627 0.473085 1.982837 -0.204 0.027 -0.670
C 2.127947 -0.623159 1.282293 0.031 0.560 -0.338
C 2.904743 -0.091544 0.073305 0.320 0.152 0.560
C 4.199132 0.650053 0.456750 0.015 -0.367 -0.302
C 4.402077 1.948457 -0.311166 -0.352 -0.296 0.246
C 3.520464 3.089259 0.132735 0.455 0.704 0.128
N 3.844323 3.527462 1.494306 -0.244 -0.136 -0.111
H -0.120185 5.852563 1.178559 0.154 0.208 0.033
H -0.751948 4.477285 2.030380 0.010 -0.182 0.261
H 0.536919 4.280645 0.832206 0.161 -0.208 -0.029
H -2.286706 4.079195 0.340613 -0.153 -0.320 -0.063
H -1.809908 5.632815 -0.274978 -0.177 0.191 -0.150
H -2.284469 2.522753 -1.183629 -0.217 -0.019 0.202
H -1.130840 2.572574 -2.498765 -0.073 0.012 -0.282
H 0.307768 2.413138 -0.034466 0.093 -0.024 0.265
H 0.350898 1.304974 -1.383031 0.152 -0.193 -0.137
H -1.056004 2.036465 1.711667 0.129 0.302 -0.158
H -2.124923 0.659146 1.685394 -0.277 -0.009 0.135
H -0.407131 -0.818405 2.445690 0.057 -0.403 -0.534
H 1.410237 1.387896 1.395348 0.025 0.105 -0.202
H 1.438244 -1.377549 0.923485 -0.113 -0.392 0.210
H 2.831079 -1.019484 2.005052 0.002 -0.489 0.139
H 3.156361 -0.928905 -0.567321 -0.048 -0.131 -0.291
H 2.272255 0.591884 -0.483436 -0.256 -0.036 -0.249
H 5.031842 0.000936 0.201400 0.224 -0.180 0.103
H 4.248407 0.794264 1.530544 -0.038 0.309 0.212
H 5.442447 2.251013 -0.235278 0.227 0.157 -0.047
H 4.187741 1.759444 -1.359645 0.130 -0.046 -0.299
H 2.466730 2.833845 0.096810 -0.236 -0.229 0.006
H 3.654702 3.906331 -0.580073 -0.080 0.098 -0.234
H 4.821093 3.780809 1.544669 0.208 -0.044 0.009
H 3.338368 4.381486 1.684259 -0.131 0.043 0.229
C 4.748363 -3.849406 -4.103939 0.029 0.025 -0.016
C 4.272386 -3.683544 -2.669129 0.123 0.031 -0.066
N 3.558907 -4.839711 -2.161160 -0.079 0.001 0.045
C 2.886940 -4.586700 -0.900214 -0.167 0.102 0.098
C 3.745773 -4.274309 0.331917 -0.065 -0.020 0.083
C 4.259912 -6.107247 -2.265022 0.106 -0.169 -0.122
C 5.621828 -6.238077 -1.568448 -0.020 -0.091 0.027
H 3.914004 -4.077485 -4.767921 -0.013 -0.048 0.018
H 5.211609 -2.922856 -4.444834 -0.007 0.013 -0.002
H 5.494412 -4.638279 -4.202368 0.003 -0.001 0.000
H 3.584611 -2.833738 -2.636376 -0.035 -0.009 0.094
H 5.135676 -3.408400 -2.041291 0.003 0.023 -0.019
H 2.241670 -5.440295 -0.676342 0.051 -0.061 -0.037
H 2.205536 -3.744328 -1.061711 0.044 0.034 -0.061
H 4.220631 -5.165756 0.738166 0.066 -0.002 -0.036
H 3.114667 -3.861963 1.122590 -0.011 0.003 -0.011
H 4.521575 -3.538065 0.118628 0.009 0.008 -0.025
H 4.395960 -6.329768 -3.325592 0.006 0.072 -0.015
H 3.591969 -6.891703 -1.901579 -0.049 0.059 0.078
H 6.245507 -5.355559 -1.716169 -0.011 0.019 -0.024
H 6.164436 -7.092125 -1.978206 -0.011 -0.001 -0.012
H 5.521774 -6.407974 -0.497694 0.012 0.080 0.024
C -8.103560 2.523674 1.440428 -0.021 0.030 -0.012
C -6.815537 2.098654 0.752638 -0.118 0.076 -0.048
N -6.394382 0.754568 1.098635 0.092 -0.049 0.034
C -5.048224 0.445361 0.654967 0.234 0.039 -0.012
C -4.766706 0.401353 -0.852752 0.090 -0.074 -0.023
C -7.385062 -0.287308 0.894609 -0.205 -0.101 0.042
C -7.948145 -0.481384 -0.520469 -0.001 -0.097 0.010
H -8.012292 2.442981 2.524024 0.004 -0.052 0.005
H -8.323983 3.562734 1.193577 0.008 0.012 0.004
H -8.958368 1.927652 1.119919 -0.003 0.000 -0.002
H -6.022020 2.781980 1.067317 0.079 -0.046 -0.041
H -6.933214 2.239391 -0.334024 -0.004 0.026 0.007
H -4.748206 -0.509138 1.096884 -0.088 -0.033 0.016
H -4.381484 1.193248 1.098317 -0.080 0.070 0.022
H -5.153318 -0.505794 -1.314417 -0.070 0.017 -0.021
H -3.687205 0.410677 -1.022333 -0.004 -0.008 0.037
H -5.188945 1.259621 -1.376624 -0.022 0.018 0.017
H -8.220399 -0.093197 1.570842 0.012 0.072 -0.006
H -6.958810 -1.230105 1.245621 0.103 0.019 -0.030
H -8.174891 0.468371 -1.006393 0.000 0.025 0.021
H -8.877612 -1.051942 -0.471720 0.000 0.002 0.017
H -7.266190 -1.036955 -1.162078 0.036 0.068 -0.040

(3)
108
Properties=species:S:1:pos:R:3:forces:R:3 method="wB97M-V/def2-TZVPD" max_force_ev_per_a=6.55 gap_ev=7.6 charge=+1 multiplicity=1 total_energy_ev=-1582499.8506 mol_weight_g_mol=2199.21
C 1.915309 -1.846760 1.252144 -0.249 -0.737 -0.603
C 0.800908 -1.902679 0.124367 -0.530 0.151 0.579
B -0.222385 -0.690046 0.207436 1.143 0.895 -2.716
O -0.186333 0.386539 -0.745856 -3.050 -5.106 -0.533
P -1.558981 -0.809407 1.633080 0.436 0.340 0.122
B -2.634101 -2.372883 1.123842 -1.240 -0.767 -0.189
C -2.412356 -3.757960 1.851309 0.547 0.527 -0.008
O -3.540168 -2.139792 0.074269 1.538 -0.270 0.797
H 2.448466 -2.818831 1.181404 -0.230 0.630 0.299
H 1.459393 -1.756470 2.261673 0.350 0.017 -0.572
H 2.644851 -1.046578 1.073190 -0.452 -0.302 0.203
H 1.218643 -1.941555 -0.897585 0.019 0.042 0.546
H 0.278167 -2.874880 0.292471 0.209 0.563 -0.224
H -0.634836 1.171985 -0.403773 -0.614 -0.069 -0.783
H -2.319581 0.371702 1.778717 0.265 -0.277 -0.021
H -0.969901 -1.143415 2.885793 -0.100 0.417 -0.519
H -1.821327 -4.435950 1.188852 -0.572 0.302 0.217
H -3.399550 -4.214774 2.076496 0.637 0.082 -0.157
H -1.800151 -3.656332 2.774738 -0.556 -0.110 -0.448
H -3.030707 -2.351182 -0.728088 -0.546 0.024 -0.371
Br 2.527099 3.889878 3.108068 0.001 -0.066 0.008
C 3.280396 2.937802 1.588234 0.049 0.287 0.056
C 2.257844 2.756584 0.496290 0.506 0.022 0.552
Br 0.976691 1.323532 0.909286 3.558 3.809 3.969
H 3.676327 1.998718 1.965562 -0.056 0.001 -0.046
H 4.103585 3.561485 1.241476 -0.062 -0.046 -0.085
H 2.736169 2.437983 -0.426558 -0.141 -0.059 0.006
H 1.672186 3.651725 0.306618 -0.081 -0.101 0.090
Br -0.978943 -4.522072 -1.772929 -0.101 0.003 -0.006
C 0.598197 -5.336192 -2.581780 -0.102 -0.098 -0.164
C 1.031820 -6.562043 -1.823598 0.257 -0.002 0.155
Br 1.971694 -6.116189 -0.168489 -0.231 -0.048 -0.026
H 1.362909 -4.568556 -2.629486 -0.009 -0.032 0.082
H 0.291058 -5.601352 -3.592076 -0.033 -0.042 0.059
H 1.751940 -7.134905 -2.405010 -0.039 0.071 -0.056
H 0.200814 -7.204627 -1.547243 0.008 0.052 -0.024
Br -2.707375 2.932142 -0.532693 0.057 -0.011 -0.002
C -3.874902 2.146640 -1.885272 -0.143 0.038 0.234
C -3.619289 0.671486 -2.028256 0.124 -0.115 -0.357
Br -1.989391 0.331370 -3.037234 -0.388 -0.060 -0.375
H -3.714486 2.700964 -2.805406 0.065 -0.065 0.026
H -4.887135 2.328587 -1.528180 0.035 -0.027 0.012
H -4.413129 0.195589 -2.601320 -0.042 0.079 0.048
H -3.514593 0.163662 -1.072259 -0.079 0.088 -0.002
Br 3.977448 4.887945 -1.539939 0.073 0.016 -0.049
C 4.734872 3.938304 -3.065379 -0.022 0.144 -0.012
C 3.720977 3.761733 -4.168373 0.050 -0.221 -0.043
Br 2.455630 2.336063 -3.753415 -0.069 0.035 0.076
H 5.127718 2.997336 -2.687193 -0.096 -0.008 -0.031
H 5.560748 4.561545 -3.400379 -0.050 -0.006 -0.019
H 4.208257 3.445405 -5.090624 -0.061 0.076 0.130
H 3.136873 4.657105 -4.361251 0.042 -0.008 0.087
Br 9.003729 5.122590 -1.606753 0.005 -0.035 -0.112
C 9.362925 6.669441 -2.734896 0.021 -0.041 0.313
C 8.087679 7.359483 -3.138087 -0.042 0.119 -0.247
Br 7.166850 6.374004 -4.543365 0.059 0.108 0.021
H 9.943889 6.315826 -3.581849 -0.078 0.040 -0.013
H 9.979246 7.329034 -2.126625 -0.054 0.023 -0.028
H 8.299113 8.337403 -3.567266 0.049 -0.039 0.014
H 7.384669 7.473225 -2.317731 0.078 -0.055 0.018
Br -9.295983 -3.784790 2.713345 0.086 -0.002 0.069
C -7.553889 -2.996767 3.065562 -0.327 0.062 -0.132
C -6.529669 -3.458792 2.061637 0.275 -0.102 0.120
Br -5.937925 -5.273711 2.442299 -0.085 0.022 -0.058
H -7.293445 -3.248779 4.090714 0.056 -0.064 -0.072
H -7.708818 -1.920935 2.987449 0.007 -0.023 -0.079
H -5.628807 -2.846782 2.118414 -0.055 0.038 0.021
H -6.901195 -3.453913 1.040961 -0.061 0.023 0.066
Br 3.590902 -3.351776 -1.625245 0.139 0.109 -0.070
C 3.953881 -1.807313 -2.755996 0.058 -0.183 0.001
C 4.965251 -0.875667 -2.141771 -0.003 0.270 -0.059
Br 4.199441 0.218506 -0.717441 0.208 -0.176 -0.175
H 2.995601 -1.331355 -2.949205 0.086 0.092 0.023
H 4.343025 -2.223947 -3.683281 0.033 0.077 0.015
H 5.315082 -0.160561 -2.884930 -0.044 -0.033 -0.014
H 5.817631 -1.392140 -1.709767 -0.073 -0.048 -0.022
Br 7.746855 5.254701 -8.202547 0.014 -0.016 0.103
C 8.807042 3.943764 -7.230333 -0.010 0.158 -0.292
C 8.050024 2.655660 -7.046741 0.126 -0.147 0.205
Br 6.711260 2.816586 -5.639639 0.077 -0.151 -0.137
H 9.099333 4.405801 -6.290791 -0.072 -0.070 0.011
H 9.692297 3.782205 -7.842936 -0.037 -0.079 0.024
H 8.717130 1.862193 -6.714189 0.013 0.058 0.009
H 7.529418 2.332347 -7.943350 0.009 0.100 0.013
Br -11.958323 -5.373923 -0.388905 0.001 0.073 0.085
C -12.019257 -6.032795 1.442908 0.215 -0.129 -0.252
C -13.213968 -6.921222 1.668135 -0.204 0.097 0.273
Br -14.848666 -5.879403 1.847966 0.033 -0.056 -0.076
H -12.005751 -5.162403 2.093191 -0.119 -0.055 0.005
H -11.094949 -6.593722 1.573671 -0.054 -0.025 0.020
H -13.116779 -7.462160 2.607916 0.064 0.033 -0.024
H -13.377012 -7.630025 0.861524 0.075 0.068 -0.017
Br -4.359904 1.441138 6.416001 0.027 0.011 -0.137
C -5.482393 0.718460 5.002100 0.104 0.185 0.358
C -5.238933 -0.755764 4.822207 -0.273 -0.007 -0.143
Br -3.576114 -1.090640 3.853038 -0.431 -0.142 0.596
H -5.285092 1.299443 4.105268 -0.010 -0.087 -0.006
H -6.504783 0.900156 5.329132 -0.006 -0.125 -0.051
H -6.015267 -1.203473 4.208390 0.018 0.037 -0.028
H -5.171325 -1.294600 5.763248 0.101 0.056 -0.027
Br -0.774165 3.049053 7.518790 0.014 -0.046 0.037
C 1.001215 3.758482 7.888104 -0.218 0.151 -0.078
C 2.001203 3.287553 6.867399 0.274 -0.104 0.160
Br 2.527614 1.439722 7.184463 -0.060 0.019 -0.104
H 1.254343 3.465707 8.902970 0.041 -0.040 -0.070
H 0.889880 4.840554 7.843973 0.044 -0.029 -0.039
H 2.923293 3.861877 6.941083 -0.052 0.021 0.031
H 1.627845 3.338389 5.850256 -0.068 -0.002 0.035